Entry 1:
The following is a DFT calculation (ωB97M-V with the def2-TZVPD basis set) of a 4-piece molecular cluster, C2H10N6 overall at a distorted geometry.

```
18
C2H10N6 ωB97M-V with the def2-TZVPD basis set
C -2.481 0.224 -1.912
C 0.318 0.154 0.114
H -2.655 -1.298 -2.583
H -1.371 1.432 -2.736
H -3.829 0.953 -1.492
H -2.423 -0.460 0.141
H 0.873 2.023 -0.127
H 1.269 1.682 2.257
H 2.602 0.603 1.766
H -0.395 -1.696 0.845
H 2.383 -1.689 1.685
H 2.198 -1.553 -0.007
N -1.647 -0.459 -0.692
N -0.656 0.521 -0.525
N 1.432 1.183 0.242
N 2.044 1.292 1.456
N 0.541 -1.053 0.738
N 1.795 -1.858 0.832
```

The electronic energy comes out at -11163.6029 eV. As for the spin multiplicity: 1. The calculation puts the highest occupied orbital energy at -8.24 eV. The energy above the lowest of the compared OMol25 structures with the same formula, charge and spin is 1339.3 kJ/mol. Its maximum force is 8.56 eV Å⁻¹.

Entry 2:
The following is a DFT calculation (ωB97M-V with the def2-TZVPD basis set) of a single C23H28N2O6S molecule at a distorted geometry.

```
60
C23H28N2O6S ωB97M-V with the def2-TZVPD basis set
C -0.739 3.798 -0.994
C 0.283 2.739 -1.265
C 1.630 3.024 -1.087
C 2.595 2.068 -1.346
C 2.226 0.831 -1.834
C 0.880 0.536 -2.035
C -0.111 1.471 -1.706
C -1.577 1.168 -1.801
H -1.796 0.107 -1.876
H -2.021 1.673 -2.660
H -2.070 1.538 -0.904
N 0.497 -0.681 -2.628
C 1.247 -1.776 -2.865
O 2.396 -1.959 -2.525
C 0.482 -2.861 -3.656
H 1.210 -3.538 -4.105
H -0.149 -2.404 -4.425
O -0.315 -3.679 -2.801
C -1.508 -3.224 -2.428
O -1.957 -2.156 -2.770
C -2.205 -4.207 -1.520
H -2.245 -5.178 -2.015
C -1.427 -4.335 -0.198
C -1.346 -2.995 0.477
C -0.242 -2.169 0.286
C -0.201 -0.905 0.850
C -1.258 -0.482 1.631
C -2.358 -1.290 1.844
C -2.404 -2.542 1.258
H -3.263 -3.177 1.413
H -3.156 -0.927 2.471
S -1.249 1.143 2.379
O -1.799 2.090 1.450
O -1.867 1.055 3.673
N 0.399 1.445 2.510
C 1.006 0.719 3.607
H 0.715 -0.330 3.526
C 2.525 0.873 3.499
O 2.901 2.228 3.510
C 2.294 2.933 2.451
C 0.769 2.847 2.535
H 0.300 3.327 1.678
H 0.421 3.326 3.462
H 2.627 3.968 2.544
H 2.623 2.519 1.487
H 3.021 0.410 4.353
H 2.868 0.397 2.569
H 0.653 1.111 4.572
H 0.641 -0.251 0.694
H 0.594 -2.518 -0.302
H -1.944 -5.050 0.443
H -0.426 -4.712 -0.411
H -3.216 -3.846 -1.335
H -0.479 -0.733 -2.899
H 2.973 0.093 -2.072
H 3.640 2.293 -1.193
H 1.924 4.005 -0.742
H -1.382 3.944 -1.861
H -1.371 3.505 -0.157
H -0.257 4.744 -0.757
```

The electronic energy comes out at -50406.7508 eV. As for the spin multiplicity: 1. The calculation puts the highest occupied orbital energy at -8.45 eV. The energy above the lowest of the compared OMol25 structures with the same formula, charge and spin is 35.2 kJ/mol. Its maximum force is 1.14 eV Å⁻¹. As for the SMILES: Cc1cccc(NC(=O)COC(=O)CCc2ccc(S(=O)(=O)N3CCOCC3)cc2)c1C.

Entry 3:
The following is a DFT calculation (ωB97M-V with the def2-TZVPD basis set) of a 10-piece molecular cluster, C54H124N4O10 overall at a distorted geometry.

```
192
C54H124N4O10 ωB97M-V with the def2-TZVPD basis set
C 1.968 22.847 17.729
C 0.995 21.966 16.967
C 1.126 22.344 15.489
C 0.455 21.343 14.560
C 1.123 19.996 14.752
C 1.018 19.494 16.194
N 1.429 20.585 17.070
O 1.507 20.158 18.410
C -0.427 19.024 16.485
C 1.990 18.341 16.355
C -0.423 22.272 17.462
H 2.994 22.472 17.663
H 1.673 23.007 18.766
H 2.079 23.828 17.252
H 0.749 23.356 15.298
H 2.191 22.461 15.252
H 0.535 21.680 13.524
H -0.621 21.327 14.762
H 2.183 20.182 14.543
H 0.745 19.242 14.062
H -0.511 18.505 17.438
H -1.064 19.909 16.506
H -0.816 18.432 15.653
H 3.033 18.664 16.288
H 1.906 17.805 17.305
H 1.823 17.586 15.581
H -1.195 22.029 16.733
H -0.531 23.335 17.692
H -0.626 21.741 18.396
H 2.448 19.990 18.593
C -4.879 20.102 24.498
C -5.215 21.317 25.386
C -5.896 22.351 24.479
C -7.364 22.050 24.203
C -8.147 21.718 25.462
C -7.509 20.662 26.375
N -6.103 21.040 26.523
O -5.468 20.059 27.360
C -8.165 20.818 27.750
C -7.759 19.262 25.822
C -3.940 21.945 25.924
H -3.879 20.173 24.077
H -5.644 19.893 23.754
H -4.842 19.198 25.121
H -5.766 23.381 24.832
H -5.382 22.357 23.512
H -7.427 21.177 23.538
H -7.809 22.869 23.637
H -9.163 21.404 25.206
H -8.290 22.641 26.039
H -8.103 21.857 28.069
H -9.224 20.567 27.639
H -7.703 20.167 28.488
H -8.826 19.108 25.669
H -7.190 19.056 24.919
H -7.409 18.519 26.545
H -3.344 21.289 26.570
H -4.130 22.855 26.492
H -3.246 22.123 25.095
H -5.099 20.577 28.081
C -3.545 16.985 17.118
C -3.133 15.554 17.452
C -3.105 15.408 18.967
C -3.166 13.965 19.477
C -4.437 13.358 18.890
C -4.459 13.324 17.372
N -4.142 14.658 16.883
O -4.174 14.739 15.478
C -3.470 12.247 16.864
C -5.857 12.944 16.912
C -1.743 15.324 16.832
H -3.492 17.146 16.041
H -2.886 17.725 17.586
H -4.549 17.236 17.465
H -2.133 15.816 19.276
H -3.780 16.064 19.523
H -3.236 14.013 20.563
H -2.257 13.446 19.164
H -5.245 14.003 19.264
H -4.653 12.384 19.337
H -3.724 11.245 17.204
H -3.544 12.235 15.768
H -2.426 12.473 17.077
H -6.580 13.628 17.357
H -5.948 12.968 15.828
H -6.086 11.931 17.250
H -1.603 15.828 15.876
H -1.541 14.260 16.671
H -0.948 15.669 17.498
H -3.379 14.295 15.142
C 1.182 17.016 20.202
C 0.497 17.435 21.504
C 1.419 17.033 22.658
C 1.023 17.711 23.950
C 0.987 19.215 23.827
C 0.083 19.688 22.684
N 0.418 18.882 21.513
O -0.299 19.307 20.346
C -1.389 19.634 23.143
C 0.428 21.138 22.378
C -0.861 16.735 21.574
H 1.653 16.035 20.298
H 1.965 17.726 19.914
H 0.485 17.004 19.360
H 1.400 15.949 22.783
H 2.441 17.320 22.395
H 1.708 17.404 24.751
H 0.053 17.378 24.342
H 2.001 19.616 23.694
H 0.662 19.664 24.771
H -2.102 19.898 22.368
H -1.616 18.669 23.596
H -1.501 20.372 23.946
H -0.188 21.632 21.630
H 0.443 21.728 23.296
H 1.455 21.147 21.986
H -1.479 17.137 20.775
H -1.357 16.965 22.516
H -0.754 15.651 21.512
H 0.437 19.633 19.810
C -1.247 14.440 26.217
C -1.749 14.003 24.852
C -0.618 13.619 23.927
O -2.561 12.818 25.026
H -2.053 14.848 26.831
H -0.492 15.232 26.140
H -0.754 13.611 26.722
H -2.405 14.752 24.398
H 0.041 14.466 23.747
H -1.043 13.301 22.969
H -0.064 12.758 24.303
H -3.301 13.083 25.580
C -4.006 20.686 18.391
C -3.929 20.525 19.904
C -3.911 19.069 20.363
O -2.806 21.241 20.402
H -3.055 20.509 17.882
H -4.256 21.725 18.139
H -4.815 20.111 17.933
H -4.810 21.025 20.313
H -4.048 19.051 21.444
H -2.956 18.603 20.107
H -4.690 18.499 19.854
H -1.992 20.849 20.059
C 6.159 16.551 22.286
C 5.349 16.694 23.551
C 4.369 15.522 23.710
O 6.284 16.702 24.630
H 5.520 16.508 21.402
H 6.754 15.635 22.321
H 6.892 17.354 22.178
H 4.788 17.638 23.544
H 4.948 14.605 23.846
H 3.845 15.393 22.763
H 3.732 15.698 24.576
H 5.838 16.394 25.426
C 0.812 24.974 21.753
C 2.296 24.866 21.493
C 2.717 25.689 20.287
O 3.019 25.184 22.678
H 0.228 24.406 21.029
H 0.481 26.017 21.703
H 0.560 24.617 22.752
H 2.502 23.808 21.244
H 3.785 25.716 20.070
H 2.395 26.717 20.502
H 2.177 25.367 19.398
H 3.948 25.206 22.430
C 4.386 19.883 21.088
C 5.190 20.067 19.811
C 6.287 19.017 19.723
O 4.245 19.854 18.742
H 5.003 20.073 21.967
H 4.044 18.848 21.150
H 3.521 20.547 21.083
H 5.593 21.081 19.748
H 5.822 18.032 19.761
H 6.944 19.109 20.593
H 6.924 19.118 18.843
H 4.713 19.637 17.930
C 4.019 19.558 26.975
C 3.734 18.596 28.126
C 2.375 17.951 28.007
O 4.726 17.541 28.137
H 4.452 19.020 26.134
H 4.730 20.325 27.305
H 3.150 20.148 26.678
H 3.807 19.111 29.089
H 1.588 18.704 28.122
H 2.198 17.264 28.836
H 2.236 17.490 27.030
H 5.487 17.874 28.621
```

The electronic energy comes out at -84441.0842 eV. As for the spin multiplicity: 1. The calculation puts the highest occupied orbital energy at -8.17 eV. The energy above the lowest of the compared OMol25 structures with the same formula, charge and spin is 0.0 kJ/mol. Its maximum force is 1.68 eV Å⁻¹. As for the SMILES: CC1(C)CCCC(C)(C)N1O.CC1(C)CCCC(C)(C)N1O.CC1(C)CCCC(C)(C)N1O.CC1(C)CCCC(C)(C)N1O.CC(C)O.CC(C)O.CC(C)O.CC(C)O.CC(C)O.CC(C)O.

Entry 4:
The following is a DFT calculation (ωB97M-V with the def2-TZVPD basis set) of C22H15MoN5O2 as an isolated structure at a distorted geometry.

```
45
C22H15MoN5O2 ωB97M-V with the def2-TZVPD basis set
Mo 0.078 0.053 -0.061
N 4.290 -6.406 -6.898
C 3.821 -5.690 -6.135
C 3.232 -4.793 -5.180
C 2.802 -5.283 -3.948
C 2.219 -4.425 -3.035
C 2.093 -3.063 -3.334
C 2.543 -2.577 -4.569
C 3.095 -3.442 -5.493
C 1.484 -2.146 -2.357
C 0.211 -2.454 -1.849
C -0.640 -3.486 -2.247
C -1.828 -3.395 -1.496
C -1.693 -2.304 -0.684
N -0.466 -1.682 -0.873
C 2.223 -1.000 -1.968
C 3.534 -0.689 -2.287
C 3.883 0.528 -1.636
C 2.802 0.909 -0.911
N 1.747 -0.008 -1.071
H 2.928 -6.331 -3.713
H 1.908 -4.803 -2.071
H 2.415 -1.535 -4.824
H 3.419 -3.080 -6.459
H -0.436 -4.203 -3.025
H -2.685 -4.044 -1.561
H -2.398 -1.894 0.024
H 4.190 -1.288 -2.897
H 4.831 1.037 -1.690
H 2.670 1.765 -0.267
O 0.375 1.671 0.951
N -0.535 2.153 1.802
N -1.542 1.404 1.848
O -1.589 0.321 1.094
C -2.667 1.694 2.710
C -2.609 2.835 3.503
C -3.690 3.099 4.323
C -4.786 2.243 4.339
C -4.815 1.110 3.536
C -3.745 0.820 2.705
H -1.753 3.493 3.484
H -3.679 3.978 4.952
H -5.624 2.461 4.986
H -5.670 0.450 3.556
H -3.752 -0.054 2.075
```

The electronic energy comes out at -36437.7624 eV. As for the spin multiplicity: 3. The calculation puts the highest occupied orbital energy (spin up / spin down) at -14.95 / -14.94 eV. Its net charge is +2. The expectation value of S² is 2.14. The energy above the lowest of the compared OMol25 structures with the same formula, charge and spin is 0.0 kJ/mol. Its maximum force is 1.04 eV Å⁻¹.

Entry 5:
The following is a DFT calculation (ωB97M-V with the def2-TZVPD basis set) of a 4-piece molecular cluster, C8H23INO5 overall at a distorted geometry.

```
38
C8H23INO5 ωB97M-V with the def2-TZVPD basis set
I -0.632 1.511 2.458
C -2.341 0.892 -2.515
C -2.595 -0.129 -1.391
C -1.289 -0.791 -0.942
O -0.892 -1.854 -1.785
C 0.145 -2.727 -1.290
N -3.279 0.474 -0.255
H -1.503 1.549 -2.285
H -3.226 1.481 -2.754
H -2.187 0.390 -3.471
H -3.255 -0.873 -1.837
H -1.575 -1.169 0.039
H -0.609 0.020 -0.678
H 1.080 -2.234 -1.022
H 0.361 -3.523 -2.002
H -0.225 -3.240 -0.402
H -2.624 0.834 0.425
H -3.774 -0.215 0.294
C 2.359 4.316 -1.580
C 1.322 3.710 -0.657
O 1.874 2.902 0.350
O 3.246 5.217 -0.922
H 1.807 4.882 -2.330
H 2.917 3.445 -1.924
H 0.670 3.062 -1.244
H 0.643 4.450 -0.234
H 1.165 2.487 0.848
H 3.794 4.720 -0.310
C 1.231 -3.933 2.547
C 0.794 -2.393 2.289
O 0.709 -1.594 3.528
O 0.419 -4.432 3.624
H 2.295 -3.962 2.780
H 1.153 -4.554 1.655
H -0.195 -2.354 1.831
H 1.435 -1.901 1.557
H 0.391 -0.716 3.307
H 0.393 -3.749 4.298
```

The electronic energy comes out at -28498.5116 eV. As for the spin multiplicity: 1. The calculation puts the highest occupied orbital energy at -4.78 eV. Its net charge is -1. The energy above the lowest of the compared OMol25 structures with the same formula, charge and spin is 84.5 kJ/mol. Its maximum force is 2.96 eV Å⁻¹.

Entry 6:
The following is a DFT calculation (ωB97M-V with the def2-TZVPD basis set) of C42H52CaN5PSSiTe as an isolated structure at a distorted geometry.

```
104
C42H52CaN5PSSiTe ωB97M-V with the def2-TZVPD basis set
Ca -0.224 -0.894 0.810
C -2.335 -1.657 4.522
C -1.609 -1.630 3.191
N -0.651 -0.634 3.003
N -1.075 0.600 3.483
C -0.276 1.435 4.131
N -0.758 2.728 4.208
S 1.203 1.010 4.841
C -1.204 -2.951 2.648
C -1.639 -4.170 3.235
C -1.226 -5.362 2.715
C -0.336 -5.386 1.631
C 0.139 -4.173 1.196
N -0.231 -2.994 1.703
H -2.676 -0.656 4.773
H -1.633 -1.983 5.300
H -3.206 -2.307 4.505
H -1.928 0.980 3.068
H -0.063 3.344 4.600
H -1.168 3.103 3.348
H -2.326 -4.146 4.067
H -1.582 -6.289 3.150
H 0.007 -6.309 1.185
H 0.883 -4.123 0.408
C 5.005 -1.467 1.841
C 3.612 -1.003 2.256
C 2.832 -2.163 2.877
P 2.535 -0.169 0.979
C 2.923 1.626 1.226
C 4.393 2.030 1.253
C 2.157 2.448 0.197
C 3.117 -0.548 -0.717
C 4.438 -0.411 -1.145
C 4.850 -0.614 -2.453
C 6.293 -0.468 -2.862
C 3.859 -0.953 -3.377
C 2.541 -1.094 -3.010
C 2.107 -0.908 -1.668
N 0.813 -1.025 -1.294
C -0.164 -1.513 -2.181
C -0.180 -2.849 -2.628
C 0.956 -3.795 -2.334
C -1.269 -3.325 -3.350
C -2.360 -2.525 -3.654
C -3.567 -3.078 -4.363
C -2.318 -1.201 -3.242
C -1.244 -0.677 -2.533
C -1.262 0.785 -2.170
H 5.461 -2.020 2.670
H 5.672 -0.643 1.587
H 4.956 -2.136 0.980
H 3.701 -0.229 3.027
H 2.691 -2.971 2.152
H 1.850 -1.838 3.224
H 3.382 -2.570 3.731
H 2.493 1.818 2.216
H 4.856 1.910 0.271
H 4.968 1.459 1.984
H 4.474 3.087 1.526
H 2.485 2.218 -0.820
H 2.327 3.512 0.376
H 1.079 2.277 0.251
H 5.192 -0.129 -0.421
H 6.900 -0.131 -2.020
H 6.416 0.261 -3.668
H 6.719 -1.413 -3.215
H 4.133 -1.103 -4.419
H 1.796 -1.338 -3.758
H 1.621 -3.399 -1.569
H 1.562 -3.965 -3.228
H 0.571 -4.761 -2.000
H -1.272 -4.368 -3.657
H -3.360 -4.064 -4.781
H -3.887 -2.423 -5.177
H -4.411 -3.179 -3.675
H -3.153 -0.543 -3.471
H -1.298 1.403 -3.070
H -0.374 1.079 -1.613
H -2.138 1.042 -1.570
Te -3.267 -1.600 1.442
C -1.224 4.947 -3.647
C -0.196 5.016 -2.714
C -0.425 4.643 -1.397
C -1.661 4.155 -0.956
C -2.679 4.110 -1.916
C -2.472 4.501 -3.234
Si -1.879 3.608 0.900
C -3.774 3.255 0.866
C -4.351 1.994 0.688
C -5.729 1.808 0.692
C -6.580 2.893 0.850
C -6.036 4.161 1.023
C -4.658 4.327 1.045
H -1.053 5.236 -4.677
H 0.786 5.368 -3.013
H 0.383 4.735 -0.681
H -3.660 3.745 -1.631
H -3.288 4.439 -3.947
H -1.365 2.155 0.708
H -3.711 1.127 0.571
H -6.131 0.807 0.577
H -7.655 2.753 0.850
H -6.689 5.017 1.158
H -4.249 5.321 1.206
```

The electronic energy comes out at -105585.6911 eV. As for the spin multiplicity: 1. The calculation puts the highest occupied orbital energy at -1.44 eV. Its net charge is -2. The energy above the lowest of the compared OMol25 structures with the same formula, charge and spin is 181.2 kJ/mol. Its maximum force is 1.58 eV Å⁻¹.

- Number 5 is which compound?
  C8H23INO5

Repeat the first record exactly.
The following is a DFT calculation (ωB97M-V with the def2-TZVPD basis set) of a 4-piece molecular cluster, C2H10N6 overall at a distorted geometry.

```
18
C2H10N6 ωB97M-V with the def2-TZVPD basis set
C -2.481 0.224 -1.912
C 0.318 0.154 0.114
H -2.655 -1.298 -2.583
H -1.371 1.432 -2.736
H -3.829 0.953 -1.492
H -2.423 -0.460 0.141
H 0.873 2.023 -0.127
H 1.269 1.682 2.257
H 2.602 0.603 1.766
H -0.395 -1.696 0.845
H 2.383 -1.689 1.685
H 2.198 -1.553 -0.007
N -1.647 -0.459 -0.692
N -0.656 0.521 -0.525
N 1.432 1.183 0.242
N 2.044 1.292 1.456
N 0.541 -1.053 0.738
N 1.795 -1.858 0.832
```

The electronic energy comes out at -11163.6029 eV. As for the spin multiplicity: 1. The calculation puts the highest occupied orbital energy at -8.24 eV. The energy above the lowest of the compared OMol25 structures with the same formula, charge and spin is 1339.3 kJ/mol. Its maximum force is 8.56 eV Å⁻¹.

- Number 1 is which compound?
  C2H10N6